Computed, not measured: 2 unconnected molecules or ions with the total composition C5H5NO in a non-equilibrium geometry, with the ωB97M-V functional and the def2-TZVPD basis.

Values from the calculation:
LUMO (spin up / spin down) ... 1.04 / -2.10 eV
ΔE to the lowest compared entry with this formula, charge and spin ... 23.2 kcal per mole
HOMO-LUMO gap (spin up / spin down) ... 0.245 / 0.309 hartree
E ... -8797.8949 eV
Spin multiplicity ... 3

Cartesian coordinates (Å):
1 C 0.0192 0.5731 -0.4538
2 C 1.4298 -0.9665 0.4184
3 C -2.9429 0.9310 0.3084
4 C 1.2595 0.5105 0.3846
5 C -0.3190 -0.7187 -0.7896
6 N 0.6640 -1.6809 -0.2842
7 O -3.8147 0.3098 -0.1044
8 H -0.3705 1.6239 -0.4136
9 H 2.1782 -1.4957 0.9984
10 H 2.0914 1.0520 0.0178
11 H 0.9738 1.0849 1.3023
12 H -1.1688 -1.2233 -1.3842

Cartesian forces (eV/Å) of the 2 atoms listed first:
C 2.047 6.042 1.637
C 3.419 0.899 2.737

Results of the Löwdin charge analysis, in e, for atoms 1 through 4: -0.12, -0.22, 0.02, -0.18